# 1
This record from the OMol25 dataset describes C23H43Br4ClCsF4KN4NaO14S2 as an isolated structure. The level of theory is ωB97M-V/def2-TZVPD.

```
98
Properties=species:S:1:pos:R:3:forces:R:3
C -4.32669 -3.87056 0.04363 0.11 0.10 0.59
C -3.28646 -3.09966 0.84075 -1.23 -0.33 -0.67
O -2.23282 -2.67834 -0.04689 0.56 -0.25 -0.14
C -1.21495 -2.08273 0.58170 0.28 0.22 0.77
O -1.27712 -1.73846 1.73343 -0.40 0.07 -0.18
C 0.05599 -1.83871 -0.18498 -0.77 -0.32 -1.13
C -0.09944 -1.83165 -1.72960 0.89 0.23 0.79
C 0.89307 -0.79858 -2.30389 -0.59 -0.68 -0.21
C 0.38289 0.05559 -3.44610 1.91 -1.05 0.20
F 0.16563 -0.74384 -4.53089 -0.66 -0.27 -0.04
C 1.47038 1.04257 -3.86390 -1.06 1.08 -0.31
N 1.66333 2.08374 -2.87298 -0.07 -0.13 -0.15
C 0.44034 2.84603 -2.75447 0.72 -0.23 0.57
C -0.81904 2.03258 -2.38675 -0.30 0.70 -1.01
C -2.04285 2.89583 -2.77034 0.26 0.20 0.68
C -2.67081 3.59041 -1.55116 -0.69 -1.42 -0.54
C -3.21247 2.50683 -0.58832 0.68 0.63 -0.11
Br -1.47336 4.83723 -0.65397 -0.70 0.09 -0.01
N -0.91113 0.71671 -3.14587 -0.11 1.06 -0.41
H -3.99206 -4.87296 -0.19971 0.09 -0.01 -0.36
H -5.17586 -3.98164 0.71636 -0.17 -0.08 -0.04
H -4.66989 -3.31716 -0.82422 0.07 -0.07 -0.22
H -2.92001 -3.74523 1.63030 0.42 0.24 0.18
H -3.79050 -2.23404 1.25644 0.35 0.26 0.28
H 0.46511 -0.90869 0.19637 -0.06 0.13 0.08
H 0.77815 -2.61001 0.07014 -0.03 -0.13 0.28
H 0.19656 -2.81461 -2.07821 -0.21 -0.10 -0.31
H -1.13441 -1.70519 -2.04531 -0.09 0.15 0.06
H 1.31109 -0.16866 -1.52203 -0.17 0.12 0.10
H 1.73383 -1.36138 -2.70178 0.19 0.17 -0.20
H 2.38110 0.53766 -4.16088 0.09 -0.31 0.31
H 1.09712 1.53362 -4.76704 0.17 0.03 -0.14
H 1.93903 1.70903 -1.97479 0.19 0.00 0.00
H 0.31232 3.45254 -3.64927 -0.20 -0.24 -0.27
H 0.59053 3.54669 -1.93839 -0.16 0.13 0.05
H -0.82460 1.81690 -1.32262 0.09 -0.28 0.07
H -2.83155 2.28469 -3.22328 1.01 -0.14 0.92
H -1.74162 3.59634 -3.54804 -0.03 0.12 -0.05
H -3.53342 4.14347 -1.91057 0.23 0.70 0.13
H -3.33180 1.59253 -1.16577 -0.19 -0.20 0.12
H -2.48952 2.32614 0.20168 -0.14 -0.17 0.22
H -4.16522 2.79579 -0.16372 -0.05 0.03 0.22
H -1.56187 0.11472 -2.63926 0.30 -0.37 -0.04
H -1.36523 0.92201 -4.08324 0.12 0.12 -0.14
N -2.30018 1.71502 -7.88588 -0.07 -0.38 1.30
S -1.43634 1.91358 -9.25764 0.50 0.69 -3.88
O -0.38113 0.96836 -9.43265 -0.18 -0.37 1.05
O -1.22673 3.25888 -9.62573 0.33 -0.29 1.85
F -2.52772 1.40341 -10.25169 -0.31 -0.18 0.77
S -1.50498 2.06385 -6.64027 0.81 0.03 -1.10
O -2.16749 1.58540 -5.41134 -0.81 -0.24 0.66
O -0.93459 3.36272 -6.50534 -0.08 0.24 0.61
F -0.23367 1.11376 -6.66334 0.06 -0.11 0.41
Na 1.05305 5.64152 0.18448 0.17 0.15 0.89
C -0.25741 0.03919 4.31997 -0.59 -1.72 -0.25
C -0.37841 -1.46220 4.47733 0.28 0.15 0.02
O 0.78534 -2.00520 5.13267 -0.89 -1.02 0.53
C 0.81737 -1.77632 6.44545 1.12 0.38 -1.51
O -0.02051 -1.21654 7.08914 -0.60 0.23 0.59
O 1.96927 -2.26373 6.93535 -0.11 -0.47 0.45
C 2.15555 -1.97233 8.32804 0.01 0.02 -0.20
H 0.66574 0.29464 3.79611 -0.07 -0.77 0.41
H -1.10917 0.42719 3.75694 -0.05 -1.26 0.05
H -0.22349 0.54480 5.28478 -0.76 -0.99 -0.95
H -0.43313 -1.92339 3.49754 0.36 -0.13 0.40
H -1.28205 -1.73969 5.02161 0.03 0.03 0.19
H 1.31090 -2.31546 8.92117 -0.07 0.06 -0.02
H 2.31132 -0.90507 8.47435 -0.09 0.02 -0.07
H 3.04758 -2.50865 8.62507 0.12 -0.04 0.02
C 4.41836 -4.77983 6.24400 -0.06 0.55 0.08
Br 3.92637 -6.64027 5.96185 -5.17 0.98 0.03
Br 5.06267 -4.47685 8.03164 0.07 -0.20 -0.18
Br 5.67256 -4.15168 4.91198 -0.26 0.31 -0.03
H 3.51158 -4.19555 6.12411 -0.09 0.01 -0.04
C 1.12853 2.08871 5.71278 0.76 1.88 0.72
C 0.24245 3.05701 4.98223 0.11 -0.69 0.90
C -0.36848 2.44309 3.76093 -0.35 1.13 -0.46
O -0.54459 3.60040 2.90415 0.17 0.52 -0.21
C 0.38929 4.49501 3.26628 -0.26 -0.45 -0.09
O 0.63893 5.46805 2.58203 0.36 0.22 -0.74
O 0.99085 4.17436 4.39039 -0.26 0.24 -0.22
H 0.56043 1.23540 6.06819 0.81 0.81 0.59
H 1.92650 1.72130 5.06955 -0.16 -0.35 0.06
H 1.60850 2.56880 6.56880 -0.14 0.12 0.05
H -0.51456 3.49292 5.64230 0.00 0.19 -0.19
H -1.31827 1.95372 3.95581 0.05 0.97 -0.26
H 0.30288 1.74316 3.26063 -0.19 0.87 -0.07
F 2.25738 -0.05197 5.17041 0.94 -0.24 -0.10
Cl -2.18656 4.47515 -11.71934 -0.48 0.49 -0.75
K -4.42514 2.62158 -4.48087 -0.97 0.17 -1.40
Cs 6.55614 -7.12766 5.94399 5.38 -1.43 0.13
C 3.43425 -2.92414 -5.07831 -0.14 0.20 0.00
N 3.31664 -4.24982 -4.41171 -0.12 0.12 -0.04
O 2.25502 -4.51481 -3.87867 -0.02 0.03 0.11
O 4.28620 -4.96724 -4.44125 0.08 -0.09 0.02
H 2.48925 -2.40438 -4.96444 -0.04 -0.06 -0.05
H 4.24155 -2.38619 -4.58906 0.10 -0.07 -0.08
H 3.66036 -3.08952 -6.12710 0.09 -0.04 0.03
```
Forces are in eV/Å.

Its net charge is +1. Its HOMO energy is -0.2010 hartree.

# 2
This record from the OMol25 dataset describes a single C28H50Cl2N2O2 molecule. The level of theory is ωB97M-V/def2-TZVPD.

```
84
Properties=species:S:1:pos:R:3:forces:R:3
C 1.21014 4.98244 -3.64276 0.50 -1.16 0.08
C 1.92970 4.26848 -2.34340 0.79 0.63 0.23
C 1.37822 4.80326 -0.89148 0.97 -0.19 1.02
C 0.61448 3.61279 0.00199 0.90 0.16 -0.92
C 1.81409 2.64476 0.55677 0.61 -0.02 -0.51
C -0.35078 4.26987 1.14647 -0.90 -0.63 -0.75
C -1.85908 4.49567 0.46045 0.25 -1.31 -0.16
N -1.84289 5.42748 -0.73016 -0.60 -0.27 1.09
O 0.27884 5.52102 1.59341 -2.83 0.58 0.01
C -0.68287 6.45512 2.19547 0.16 0.19 0.57
Cl 0.31807 7.49105 3.42004 -1.04 -0.99 -1.25
C -0.60558 3.34582 2.47601 -1.57 0.87 0.06
Cl 0.77974 3.69768 3.66834 -1.15 -0.53 -0.73
N -0.87097 1.88547 2.21009 -0.15 0.21 0.79
C -0.10205 0.95394 3.11168 0.03 -2.09 0.54
C -0.49118 -0.65932 2.89952 1.32 -0.12 1.21
C 0.49103 -1.47932 3.97663 -0.24 0.19 -0.51
C 0.86373 -2.99769 3.45201 0.55 -0.41 0.34
C 1.91703 -3.04711 2.19639 0.57 -0.36 -0.63
C 2.31058 -4.60343 1.75191 -0.45 -0.47 0.54
C 1.69714 -5.00772 0.28596 0.55 -0.30 0.02
C 2.51810 -6.19000 -0.50620 -0.04 -0.09 -1.17
C 2.04137 -6.07744 -2.10428 -0.15 -0.04 0.95
C 2.71629 -7.22122 -3.06567 0.06 0.16 0.59
O 1.96450 -7.47967 -4.31642 0.21 2.12 0.89
C 1.31456 -6.26039 -4.82326 -1.28 -0.15 -1.11
C -2.33917 1.54952 2.10036 -1.36 -0.42 -0.77
C -2.68549 0.70041 0.70025 -1.36 -1.60 -2.45
C -4.31106 0.52425 0.38620 2.50 -2.01 -3.56
C -4.77766 -0.25195 -0.99478 4.75 0.68 1.07
C -3.60949 -0.82727 -2.01767 0.98 0.84 2.27
C -4.11121 -1.54764 -3.40257 0.11 1.64 0.06
C -1.98498 -0.71238 -1.71564 -3.54 2.03 3.32
C -1.55139 0.08069 -0.31016 -3.83 -0.27 -0.80
H 0.34137 4.25850 -4.00355 1.64 1.94 0.66
H 0.83801 6.05901 -3.36764 0.60 -2.21 -0.60
H 2.02937 5.04793 -4.49957 -1.92 -0.06 1.70
H 3.08690 4.55178 -2.40486 -2.48 -0.64 0.20
H 1.89776 3.09037 -2.36338 -0.16 2.36 -0.19
H 0.76024 5.79435 -0.95638 1.09 -2.10 -0.11
H 2.34987 5.06864 -0.25055 -2.17 -0.42 -1.29
H -0.02720 2.96825 -0.76065 1.09 1.39 1.78
H 1.39840 1.58440 0.82526 0.84 2.11 -0.21
H 2.60448 2.47198 -0.31884 -1.80 0.43 1.74
H 2.44675 3.13982 1.43653 -1.67 -1.15 -1.79
H -2.68498 4.75663 1.25329 1.64 -0.29 -1.16
H -2.15554 3.42074 0.03365 0.63 2.25 0.97
H -2.83800 5.53505 -1.03579 1.40 0.20 0.32
H -1.40970 6.35366 -0.52217 -0.81 -1.11 -0.10
H -1.52908 5.96122 2.83443 1.82 0.77 -1.27
H -1.15798 7.22950 1.45843 1.13 -1.58 1.23
H -1.58444 3.78873 2.99757 2.17 -0.81 -0.89
H 1.07224 0.98892 2.89670 -2.76 0.33 0.58
H -0.33970 1.15889 4.26361 0.72 -0.26 -2.34
H -1.58686 -0.90157 3.23027 2.01 0.49 -1.12
H -0.19267 -1.06447 1.84131 -0.99 0.97 1.97
H 1.49101 -0.87629 4.05787 -1.75 -1.19 -0.03
H -0.02887 -1.46842 5.04869 1.20 -0.24 -2.34
H -0.07363 -3.64538 3.14868 1.65 1.49 0.66
H 1.39159 -3.57732 4.35092 -1.14 1.22 -1.90
H 1.51529 -2.53303 1.20652 0.60 -0.86 2.21
H 2.93221 -2.51981 2.45665 -2.07 -0.79 -0.28
H 3.47769 -4.78944 1.78215 -2.37 0.58 -0.20
H 1.85079 -5.34102 2.56905 1.00 1.52 -1.75
H 0.59578 -5.40339 0.43541 2.10 1.08 -0.47
H 1.72404 -4.05054 -0.42678 -0.24 -2.05 1.61
H 2.29212 -7.28397 -0.11381 0.30 2.34 -0.67
H 3.68923 -6.06749 -0.48754 -2.28 0.01 0.22
H 2.34151 -5.00626 -2.47603 -0.62 -2.06 0.68
H 0.85308 -6.12813 -2.07243 2.56 -0.07 -0.32
H 2.73736 -8.25317 -2.48271 0.06 2.18 -1.32
H 3.82330 -6.87956 -3.35203 -2.28 -0.78 0.70
H 0.26129 -6.14386 -4.27901 2.39 0.15 -1.04
H 1.97142 -5.29247 -4.78180 -1.18 -1.87 0.21
H 1.04106 -6.41913 -5.97270 0.79 0.06 2.50
H -3.05054 2.50637 2.03004 1.91 -1.86 0.17
H -2.76741 0.94005 3.03340 1.11 1.16 -1.95
H -5.16198 0.91960 1.08683 2.04 -0.73 -1.35
H -5.89795 -0.39918 -1.31769 2.48 0.40 0.85
H -4.93682 -0.82663 -3.87364 1.72 -1.66 1.00
H -3.20027 -1.52147 -4.15525 -1.95 -0.43 1.56
H -4.58955 -2.60717 -3.26519 1.18 2.03 -0.16
H -1.16178 -1.15283 -2.44184 -2.04 1.05 1.68
H -0.42101 0.21042 -0.02098 -2.54 -0.20 -0.68
```
Forces are in eV/Å.

Its HOMO energy is -0.3064 hartree.

# 3
This record from the OMol25 dataset describes C2H3N5O as an isolated structure. The level of theory is ωB97M-V/def2-TZVPD.

```
11
Properties=species:S:1:pos:R:3:forces:R:3
C 1.21528 -0.16682 0.07678 8.78 -1.34 -0.92
C -1.81298 0.73422 0.25430 -8.18 1.26 3.57
H 1.37229 1.94209 -0.31294 0.60 0.09 0.10
H 2.97983 0.75925 -0.03068 -3.89 2.20 -0.48
H -2.77869 1.44490 0.90783 3.63 -2.00 -2.74
N 1.87894 1.08532 -0.15677 1.96 -4.47 1.26
N -0.08773 -0.17301 -0.29346 -2.75 0.65 -0.81
N -0.65143 1.03054 -0.03380 2.90 1.45 0.36
N -2.14581 -0.59419 0.08432 2.29 -0.37 -1.76
N -1.02548 -1.12998 -0.36207 -0.72 -0.48 2.14
O 2.02917 -1.13518 0.34773 -4.62 3.00 -0.71
```
Forces are in eV/Å.

The energy above the lowest of the compared OMol25 structures with the same formula, charge and spin is 97.4 kcal per mole. Its HOMO energy is -0.3840 hartree.

# 4
This record from the OMol25 dataset describes a 2-piece molecular cluster, C26H32N4O4 overall. The level of theory is ωB97M-V/def2-TZVPD.

```
66
Properties=species:S:1:pos:R:3:forces:R:3
O -3.72593 -0.11508 -3.29060 0.32 -0.48 -0.01
O 3.70798 5.52249 1.27410 0.15 -0.07 -0.13
O 3.14736 1.96427 4.25405 -0.21 0.27 -0.27
N -2.77406 -1.83009 -4.33942 1.36 -2.38 -1.40
N -2.24348 -1.21105 -2.05285 1.89 -1.45 1.50
O 1.57829 -2.75050 2.86473 0.12 -0.21 -0.33
C -2.93427 -1.03989 -3.22736 -1.58 1.97 -0.01
C 2.76293 5.26387 2.00152 0.45 1.50 -0.58
C 2.15377 2.64904 4.47312 0.96 -0.43 -0.91
C -1.92898 -2.82073 -4.30418 -1.15 1.30 -0.16
C -1.39016 -2.18791 -1.94992 -0.93 1.26 0.19
C -1.33943 -5.21676 -7.84902 -0.06 0.17 0.26
C -0.58352 -5.47064 -6.70414 -0.29 0.33 0.05
C -2.29422 -4.19826 -7.83536 0.20 0.05 0.53
C -0.03591 -1.57685 1.54952 -0.39 -0.14 -0.89
C -0.77757 -4.70457 -5.55028 -0.25 0.14 -0.30
C -2.48751 -3.42860 -6.68284 0.10 -0.15 -0.14
C -0.77332 -1.43971 0.36999 0.24 -0.14 0.22
C 0.27214 -3.42918 -0.50218 -0.15 0.64 0.64
C 0.85532 -2.63849 1.70866 -0.29 0.60 0.00
C -1.73080 -3.66017 -5.51557 0.16 -0.49 -0.60
C -0.62749 -2.35728 -0.68660 0.24 -0.16 0.30
C 1.00796 -3.57908 0.68141 0.03 -0.34 -0.34
N 1.58022 2.61584 5.68039 -0.97 0.24 0.91
N 2.60145 4.03212 2.48377 -0.71 -1.42 1.21
C 1.78614 6.36204 2.37039 0.14 -0.26 -0.01
C -1.14109 -3.13253 -3.07690 0.12 -0.10 -0.02
C 1.96553 -4.73678 0.83620 -0.07 0.15 0.11
C 0.39874 3.35678 6.12687 0.35 0.01 -0.31
C -0.77092 2.31893 0.42193 0.38 0.26 -0.06
C -1.39924 4.11990 1.99817 0.51 0.09 -0.16
C -0.21878 3.34045 1.41286 -0.45 -0.34 0.38
C 0.58019 2.61615 2.51182 0.12 0.17 -0.18
C 1.53535 3.49739 3.34410 0.12 0.13 -0.35
H 1.54989 -1.91958 3.36415 -0.11 -0.29 -0.25
H -1.18729 -5.80837 -8.74730 -0.01 0.07 0.13
H 0.15763 -6.26467 -6.71246 -0.10 0.13 0.06
H -2.88858 -3.99798 -8.72216 0.08 -0.01 0.15
H -0.16698 -0.84992 2.34299 0.04 -0.01 0.04
H -0.16177 -4.94431 -4.68996 -0.12 0.14 0.01
H -3.23502 -2.63854 -6.70362 0.21 -0.11 0.21
H -1.46417 -0.60613 0.27598 0.10 -0.22 -0.15
H 0.42368 -4.17146 -1.27840 -0.02 0.07 0.05
H 2.04912 2.02426 6.35066 0.02 0.02 -0.16
H 3.34978 3.39144 2.25716 -0.03 -0.09 0.05
H 1.74598 6.46624 3.45205 -0.23 0.06 0.13
H 2.13469 7.29672 1.93326 0.03 -0.19 0.02
H 0.80453 6.12652 1.97081 -0.26 0.05 0.13
H -0.07883 -3.09539 -3.32812 0.08 -0.25 0.06
H -1.39454 -4.14429 -2.75239 0.23 -0.14 -0.01
H 1.70065 -5.32883 1.71791 0.17 0.06 -0.08
H 2.98695 -4.36365 0.96106 -0.09 -0.14 0.09
H 1.94277 -5.39358 -0.03847 -0.04 0.15 0.12
H 0.11063 3.02267 7.12558 0.11 -0.01 -0.20
H 0.62176 4.42523 6.16919 -0.17 0.01 0.07
H -0.43905 3.18810 5.44694 -0.02 0.05 0.11
H -1.45027 1.63517 0.92926 -0.07 -0.11 -0.03
H -1.31400 2.83185 -0.37274 -0.07 -0.14 -0.01
H 0.04654 1.75557 -0.02900 -0.09 -0.15 -0.07
H -1.04913 4.84060 2.73462 -0.15 0.16 0.15
H -1.91010 4.65862 1.19926 -0.10 0.04 0.11
H -2.10471 3.43710 2.47198 -0.06 0.00 0.04
H 0.42762 4.02221 0.86324 0.21 0.08 0.03
H 1.18509 1.83777 2.04284 0.11 -0.08 0.07
H -0.12246 2.11702 3.18028 -0.14 -0.13 0.12
H 0.97291 4.31452 3.78905 0.04 0.23 -0.09
```
Forces are in eV/Å.

The energy above the lowest of the compared OMol25 structures with the same formula, charge and spin is 45.6 kcal per mole. Its HOMO energy is -0.3257 hartree.

Number 1: frontier orbital gap 1.348 eV, E_LUMO -4.1 eV, strongest force on any atom 5.56 eV Å⁻¹. Number 2: frontier orbital gap 8.385 eV, E_LUMO 0.0 eV, strongest force on any atom 5.26 eV Å⁻¹. Number 3: frontier orbital gap 9.746 eV, E_LUMO -0.7 eV, strongest force on any atom 9.01 eV Å⁻¹. Number 4: frontier orbital gap 8.282 eV, E_LUMO -0.6 eV, strongest force on any atom 3.08 eV Å⁻¹.